Formula: C52H104O32
Source: the OMol25 dataset
Level of theory: the ωB97M-V functional and the def2-TZVPD basis

Highest occupied orbital energy   -9.99 eV
Gap between HOMO and LUMO   10.49 eV
Lowest unoccupied orbital energy   0.51 eV
Relative energy (zero: lowest compared OMol25 entry of this formula, charge and spin)   0.000 eV
Total charge   0

Positions of all 188 atoms, in Å:
O 10.872 15.465 18.034
C 10.474 16.554 18.406
O 9.165 16.817 18.709
C 8.315 15.640 18.788
C 6.895 16.193 19.021
C 11.353 17.770 18.470
H 8.670 15.038 19.638
H 8.401 15.053 17.851
H 6.986 16.896 19.777
H 6.184 15.404 19.126
H 6.544 16.851 18.122
H 12.370 17.428 18.341
H 11.248 18.368 19.407
H 11.124 18.373 17.593
O 13.794 20.254 11.357
C 13.695 20.884 10.279
O 12.958 21.942 10.068
C 12.278 22.482 11.252
C 11.653 23.848 10.870
C 14.535 20.580 9.068
H 13.073 22.728 12.002
H 11.574 21.772 11.666
H 11.000 23.966 10.004
H 12.439 24.603 10.870
H 11.013 24.236 11.697
H 15.422 20.036 9.385
H 14.872 21.520 8.675
H 13.920 20.061 8.331
O 9.022 24.445 12.973
C 8.870 24.052 14.051
O 7.953 24.594 14.866
C 7.102 25.583 14.299
C 7.795 26.947 14.315
C 9.650 22.998 14.775
H 6.228 25.653 15.040
H 6.728 25.291 13.313
H 7.109 27.623 13.876
H 8.667 26.838 13.665
H 8.121 27.379 15.292
H 10.682 23.190 14.669
H 9.440 22.109 14.261
H 9.448 23.060 15.832
O 6.610 21.727 9.745
C 6.827 21.540 10.911
O 7.970 21.082 11.302
C 8.979 20.744 10.466
C 8.723 19.609 9.480
C 5.841 21.842 12.053
H 9.762 20.548 11.143
H 9.242 21.639 9.876
H 9.652 19.419 8.964
H 7.975 19.712 8.596
H 8.395 18.593 9.894
H 4.948 22.095 11.578
H 6.238 22.621 12.733
H 5.611 20.976 12.650
O 11.610 25.496 18.870
C 12.435 24.715 18.512
O 13.040 24.696 17.311
C 12.733 25.536 16.255
C 13.714 25.511 15.114
C 13.071 23.753 19.474
H 12.541 26.531 16.656
H 11.754 25.177 15.869
H 13.440 26.264 14.373
H 13.771 24.564 14.590
H 14.711 25.765 15.427
H 12.419 23.473 20.249
H 13.942 24.205 19.955
H 13.440 22.949 18.903
O 12.066 21.159 14.651
C 12.565 20.519 15.558
O 12.545 19.208 15.586
C 11.794 18.609 14.432
C 12.013 17.103 14.515
C 13.235 21.210 16.733
H 12.274 19.007 13.567
H 10.773 18.982 14.543
H 11.550 16.722 15.471
H 13.090 16.902 14.570
H 11.517 16.512 13.713
H 13.430 20.527 17.516
H 12.584 22.031 16.991
H 14.173 21.643 16.330
O 8.070 17.844 15.874
C 7.896 18.102 14.697
O 8.205 17.276 13.708
C 8.623 15.910 14.187
C 7.353 15.129 14.554
C 7.379 19.410 14.223
H 9.353 15.888 14.963
H 9.192 15.441 13.324
H 6.846 15.633 15.379
H 7.503 14.044 14.857
H 6.715 15.164 13.683
H 7.595 19.522 13.130
H 7.743 20.213 14.856
H 6.280 19.361 14.381
C 11.021 12.808 15.134
C 11.929 13.182 13.969
O 11.731 12.182 12.904
C 10.913 12.547 11.950
O 10.294 13.562 11.740
O 10.862 11.518 11.027
C 10.122 11.758 9.792
H 11.146 11.734 15.217
H 9.986 12.973 14.816
H 11.260 13.296 16.075
H 12.998 13.102 14.101
H 11.692 14.145 13.542
H 9.082 11.832 9.949
H 10.413 10.965 9.108
H 10.468 12.642 9.329
C 17.530 21.790 12.147
C 16.555 22.800 12.756
O 16.888 24.016 12.101
C 15.931 24.708 11.524
O 14.807 24.398 11.476
O 16.490 25.841 11.025
C 17.822 26.158 11.331
H 18.524 22.092 12.528
H 17.450 21.784 11.078
H 17.345 20.759 12.548
H 16.743 22.937 13.813
H 15.518 22.508 12.693
H 17.905 26.288 12.412
H 18.037 27.146 10.822
H 18.546 25.468 11.003
C 15.492 15.401 19.960
C 15.330 15.991 18.515
O 15.213 17.421 18.612
C 16.216 18.212 18.409
O 17.351 17.891 18.197
O 15.907 19.418 18.772
C 16.940 20.402 18.685
H 14.927 14.437 20.011
H 15.031 16.056 20.711
H 16.505 15.285 20.246
H 14.375 15.648 18.122
H 16.184 15.694 17.939
H 17.518 20.428 17.809
H 17.528 20.369 19.627
H 16.359 21.366 18.579
C 8.192 24.546 18.052
C 8.188 23.678 19.297
O 8.240 22.243 19.051
C 9.368 21.890 18.451
O 10.237 22.629 18.120
O 9.373 20.561 18.185
C 8.272 19.767 18.622
H 7.788 25.465 18.234
H 7.491 24.042 17.431
H 9.202 24.630 17.672
H 7.223 23.728 19.844
H 9.085 23.892 19.893
H 8.118 18.905 17.934
H 7.335 20.307 18.652
H 8.491 19.394 19.662
C 11.043 16.938 10.169
C 12.026 16.049 10.918
O 12.313 14.984 9.996
C 13.051 13.980 10.539
O 13.720 13.954 11.592
O 13.061 12.984 9.648
C 13.845 11.765 9.967
H 10.028 16.513 10.215
H 11.236 17.064 9.086
H 10.985 17.953 10.576
H 11.518 15.563 11.802
H 12.967 16.610 11.198
H 14.879 12.074 10.154
H 13.711 11.338 8.999
H 13.416 11.152 10.744
C 16.367 17.415 8.780
C 15.612 17.287 10.063
O 16.327 17.973 11.047
C 15.683 18.050 12.216
O 14.823 17.291 12.621
O 16.216 19.031 12.956
C 15.781 19.142 14.296
H 15.835 16.814 7.975
H 17.434 17.151 8.918
H 16.477 18.372 8.353
H 15.579 16.281 10.429
H 14.596 17.694 10.054
H 14.938 19.835 14.212
H 16.640 19.586 14.775
H 15.377 18.246 14.727